# 1
{
  "formula": "C6H9N",
  "method": "ωB97M-V/def2-TZVPD",
  "symbols": ["C", "C", "N", "C", "C", "C", "C", "H", "H", "H", "H", "H", "H", "H", "H", "H"],
  "coordinates": [[-0.00119, -0.08462, -2.76362], [-0.76451, -0.28541, -1.47522], [-1.89495, -0.82373, -1.19576], [-1.04252, -0.28644, -0.11525], [-1.42290, 0.54218, 1.04859], [-0.48565, -0.66964, 1.17628], [0.86959, -0.34814, 1.61021], [0.95399, -0.51327, -2.75497], [0.10027, 1.01439, -3.01837], [-0.60628, -0.63744, -3.47681], [-2.43748, 0.39440, 1.32715], [-0.76510, 1.35798, 1.17945], [-0.94986, -1.62341, 1.68064], [1.15664, 0.25264, 0.80691], [1.58061, -1.27515, 1.59296], [0.89013, 0.12412, 2.60358]],
  "forces_ev_per_angstrom": [[-1.9, 1.4, 0.6], [-0.8, -0.3, -2.2], [1.6, -0.1, -0.4], [0.2, 0.6, 1.4], [1.2, -1.2, -0.9], [-3.3, -3.8, 2.0], [1.7, -2.5, 0.6], [1.5, -0.6, 0.3], [-0.3, -1.3, 0.2], [0.0, 0.3, -0.5], [-0.6, 0.6, 0.6], [-0.5, 1.7, 0.5], [0.7, 1.9, -1.0], [1.5, 1.7, -0.8], [-1.3, 1.6, 0.2], [0.2, 0.0, -0.5]],
  "total_charge": 0,
  "homo_energy_ev": -8.979,
  "relative_energy_kj_mol": 386.18,
  "gap_ev": 9.964
}



# 2
{
  "formula": "C4H4NO",
  "method": "ωB97M-V/def2-TZVPD",
  "symbols": ["C", "C", "C", "C", "N", "O", "H", "H", "H", "H"],
  "coordinates": [[0.62622, 1.37300, -0.31847], [-0.28312, -1.06662, -0.32875], [1.62636, 0.40065, 0.09486], [-0.65549, 1.10138, 0.04760], [1.03932, -0.69256, -0.17895], [-1.24931, 0.02081, 0.06793], [-0.57131, -1.37067, -1.43907], [-0.57067, -1.85205, 0.53327], [2.65869, 0.78732, 0.18623], [-1.60584, 2.44680, 0.74098]],
  "forces_ev_per_angstrom": [[-1.0, -0.4, -0.3], [-1.6, -2.7, 0.3], [-0.6, 1.6, -0.6], [-1.3, 5.5, 2.3], [1.4, 0.1, 0.1], [-0.7, -1.2, -0.5], [0.7, 0.5, 2.5], [0.8, 1.2, -2.4], [-0.3, -1.5, 0.4], [2.5, -3.2, -1.7]],
  "total_charge": 1,
  "homo_energy_ev": [-15.224, -15.227],
  "relative_energy_kj_mol": 590.95,
  "gap_ev": [7.785, 7.783]
}



# 3
{
  "formula": "C2H3INO4S",
  "method": "ωB97M-V/def2-TZVPD",
  "symbols": ["C", "C", "N", "O", "O", "O", "O", "S", "I", "H", "H", "H"],
  "coordinates": [[2.32392, -2.74050, 0.86534], [0.29954, -0.26781, -1.55461], [-0.58938, 0.62788, 0.47231], [3.36176, -3.12473, 0.63845], [1.25996, -2.41538, 1.08570], [2.58288, -0.92808, -2.32065], [-0.57212, 0.61451, -0.95987], [1.84005, 0.27160, -1.81961], [3.09082, 0.36856, 0.63945], [0.22236, -1.28838, -1.32170], [-1.24827, -0.24682, 0.76833], [0.33040, 0.34442, 0.79980]],
  "forces_ev_per_angstrom": [[-0.1, 0.3, -0.2], [1.0, 1.9, 0.6], [-2.3, -2.7, 1.0], [3.2, -1.3, -0.6], [-3.2, 0.7, 0.7], [0.0, 0.7, -0.1], [-0.5, 0.5, -0.5], [-0.8, -1.6, -1.1], [0.7, 0.5, 1.0], [-0.4, -1.5, 0.1], [1.9, 2.4, -0.9], [0.4, 0.0, -0.1]],
  "total_charge": -1,
  "homo_energy_ev": -3.961,
  "relative_energy_kj_mol": 0.00,
  "gap_ev": 7.240
}



# 4
{
  "formula": "C24H70BeNO12",
  "method": "ωB97M-V/def2-TZVPD",
  "symbols": ["Be", "C", "C", "C", "C", "C", "C", "N", "O", "C", "C", "C", "H", "H", "H", "H", "H", "H", "H", "H", "H", "H", "H", "H", "H", "H", "H", "H", "H", "H", "C", "C", "O", "H", "H", "H", "H", "H", "H", "C", "C", "O", "H", "H", "H", "H", "H", "H", "C", "C", "O", "H", "H", "H", "H", "H", "H", "C", "C", "O", "H", "H", "H", "H", "H", "H", "C", "C", "O", "H", "H", "H", "H", "H", "H", "C", "C", "O", "H", "H", "H", "H", "H", "H", "O", "H", "H", "O", "H", "H", "O", "H", "H", "O", "H", "H", "C", "C", "C", "O", "H", "H", "H", "H", "H", "H", "H", "H"],
  "coordinates": [[-4.30110, 0.23018, -1.46923], [-1.43019, 2.80104, -0.18146], [-0.25130, 1.84903, -0.31346], [0.34059, 1.63458, 1.10099], [1.44216, 0.60006, 1.17265], [0.79524, -0.71629, 0.84700], [0.21220, -0.68842, -0.58609], [-0.64120, 0.50409, -0.76918], [-1.52309, 0.34663, -1.77467], [-0.60777, -2.02051, -0.63853], [1.34037, -0.82026, -1.66348], [0.80109, 2.45577, -1.28064], [-1.73599, 3.22541, -1.13263], [-1.23131, 3.61317, 0.51984], [-2.15636, 2.18838, 0.35157], [-0.40631, 1.38134, 1.85891], [0.66153, 2.63610, 1.40323], [1.86771, 0.59864, 2.17866], [2.29034, 0.78715, 0.51167], [-0.01215, -0.87683, 1.56480], [1.53031, -1.49721, 1.04800], [-1.49935, -2.02930, -0.01161], [0.03113, -2.81590, -0.25781], [-0.93824, -2.26587, -1.64560], [2.27326, -0.33105, -1.39061], [0.86812, -0.57582, -2.61145], [1.69877, -1.85194, -1.62103], [0.55314, 2.39275, -2.33713], [1.78380, 1.99167, -1.20615], [0.86225, 3.52478, -1.07047], [-0.00128, 0.60172, 6.46281], [0.41031, 0.30951, 4.99668], [-0.47478, -0.64682, 4.45834], [0.50392, 1.51346, 6.78081], [0.30357, -0.32664, 6.94406], [-1.06617, 0.75163, 6.64138], [1.47667, 0.08266, 4.91783], [0.50240, 1.20555, 4.36390], [-1.31475, -0.17665, 4.43985], [-1.00237, -3.33809, 2.48442], [-0.71433, -3.95053, 3.85583], [0.23743, -3.17207, 4.57337], [-0.13834, -3.39916, 1.82297], [-1.20798, -2.27199, 2.57416], [-1.77135, -3.92078, 1.97287], [-0.34110, -4.96506, 3.71378], [-1.65879, -3.99686, 4.40966], [-0.17425, -2.28175, 4.50871], [1.99051, 4.27761, 4.68402], [0.66143, 4.73395, 4.06976], [-0.04557, 5.58247, 4.97385], [2.66232, 5.13167, 4.59084], [2.33104, 3.40434, 4.13092], [1.86944, 4.07729, 5.74671], [0.12278, 3.78690, 3.91976], [0.73979, 5.10797, 3.04548], [-0.93768, 5.65423, 4.62222], [2.46295, -5.42575, -0.81780], [2.74789, -4.49697, 0.39808], [1.79119, -4.80670, 1.41227], [1.69765, -4.99467, -1.46281], [2.29876, -6.46003, -0.54036], [3.39909, -5.19255, -1.33538], [2.63750, -3.42164, 0.22229], [3.74710, -4.73226, 0.77488], [2.05736, -4.24185, 2.14889], [-3.89445, 5.42907, -0.95437], [-4.64969, 5.95464, 0.26043], [-5.02932, 4.87514, 1.16063], [-4.62922, 4.85969, -1.52817], [-3.06208, 4.76794, -0.73399], [-3.54050, 6.26428, -1.55768], [-5.61109, 6.38301, -0.02106], [-4.12481, 6.70481, 0.85215], [-4.46926, 4.94677, 1.93751], [-0.57573, -3.39098, -5.58050], [-0.38209, -2.84989, -4.18551], [-1.00287, -1.54222, -4.23173], [-1.59961, -3.75976, -5.65732], [0.00838, -4.31331, -5.64422], [-0.30004, -2.68867, -6.36005], [0.66989, -2.64599, -3.97755], [-0.90668, -3.41018, -3.40965], [-0.69743, -0.95635, -3.52773], [-4.45257, 2.34827, -0.16716], [-4.50004, 2.09313, 0.75990], [-4.67162, 3.29568, -0.17187], [-3.34569, -1.63104, -2.71062], [-3.36280, -2.59260, -2.75949], [-2.53075, -1.37241, -3.18487], [-0.50962, 1.67491, -4.38488], [-0.80000, 1.46809, -3.48552], [0.26614, 2.23153, -4.27359], [-3.20424, -0.29374, 0.74777], [-3.49988, -0.56379, 1.62450], [-2.23988, -0.29109, 0.79896], [4.56556, -2.69760, -3.95860], [3.64336, -1.58391, -4.45050], [3.97341, -0.23400, -3.83036], [3.65418, -1.51859, -5.85502], [4.62578, -2.88655, -2.88312], [5.57723, -2.37008, -4.20569], [4.21375, -3.66613, -4.31261], [2.64159, -1.92339, -4.15408], [3.79285, -0.16654, -2.75716], [3.47869, 0.62088, -4.29613], [5.03781, 0.01066, -3.88932], [3.02332, -0.85316, -6.14289]],
  "forces_ev_per_angstrom": [[2.2, -0.1, 0.3], [0.0, -1.0, 0.6], [1.0, 0.1, 0.0], [0.6, 1.3, -0.3], [0.0, 0.4, 0.5], [0.3, 0.7, 0.1], [0.6, -2.0, 1.1], [-2.1, -1.3, -2.0], [0.9, 1.2, 1.5], [-0.2, 0.6, -0.5], [-0.5, -0.4, 1.3], [0.2, 0.1, 0.2], [-0.4, -0.3, 0.0], [0.5, 0.1, -0.2], [-0.7, 0.4, -0.6], [-0.4, -0.2, -0.3], [0.3, -0.1, 0.0], [-0.1, -0.1, 0.0], [-0.1, 0.2, -0.1], [0.0, -0.1, 0.0], [-0.2, -0.4, -0.6], [0.0, 0.2, 0.0], [0.1, 0.0, -0.2], [0.1, 0.0, 0.0], [-0.4, 0.9, -0.4], [0.8, 0.2, -0.3], [-0.5, -0.2, -0.4], [-0.5, -0.2, 0.2], [0.0, 0.1, 0.3], [0.3, 0.0, 0.2], [0.8, -0.3, -1.2], [0.4, 1.9, 0.7], [0.0, 0.5, -0.8], [0.2, -0.3, 0.5], [0.0, 0.4, 0.8], [-0.1, -0.1, -0.4], [-0.3, -1.4, 0.4], [-1.1, 0.3, 0.0], [-0.2, -0.4, 0.0], [0.5, -0.5, -0.1], [0.0, 0.2, -0.4], [-0.6, 0.0, -0.5], [0.2, -0.1, 0.3], [-0.6, 0.0, 0.0], [-0.3, 0.4, 0.1], [0.1, 0.0, 0.2], [0.0, -0.2, 0.1], [0.8, -0.4, 0.5], [-0.5, 1.5, -0.5], [-0.3, -1.7, 0.5], [0.3, -0.2, -0.7], [0.5, -0.4, 0.1], [0.3, 0.1, 0.1], [-0.1, -0.2, -0.1], [-0.5, 0.0, 0.2], [0.4, 0.6, 0.2], [0.0, 0.2, 0.2], [1.2, 2.7, 0.3], [-1.2, -1.5, 0.2], [0.2, 0.4, 0.4], [-0.4, -0.4, 0.2], [0.2, 0.0, 0.0], [0.0, -1.1, -0.7], [0.4, -0.1, -0.7], [0.1, 0.2, -0.1], [-0.4, -0.3, 0.4], [-0.7, 0.3, 0.2], [-0.3, -0.3, 0.6], [0.4, 0.0, -0.3], [0.2, 0.0, -0.4], [0.1, 0.2, 0.3], [0.0, -0.1, -0.1], [0.2, 0.2, -0.3], [0.2, 0.0, -0.3], [-0.1, -0.1, 0.1], [-0.1, -1.6, 0.9], [-0.2, 1.8, -0.6], [-0.6, 0.4, 0.3], [-0.1, 0.5, -0.4], [0.2, 0.1, -0.3], [-0.1, 0.0, 0.1], [0.0, -0.6, 0.3], [0.5, -0.5, -0.1], [0.3, -0.1, -0.1], [-0.2, -0.7, -0.3], [0.0, 0.0, 0.0], [-0.1, -0.1, 0.1], [-0.5, 0.5, 0.4], [-0.3, 0.0, 0.0], [0.0, -0.1, -0.2], [0.0, -0.1, 0.1], [-0.2, 0.0, -0.1], [0.0, 0.0, -0.2], [-0.3, 0.2, 0.2], [-0.1, -0.1, -0.1], [0.0, 0.0, -0.3], [0.3, 0.4, 0.0], [-0.8, -0.2, 1.3], [0.7, 0.5, 0.4], [0.6, -0.3, -0.4], [-0.5, 0.8, 0.2], [0.1, -0.8, -0.5], [0.6, 0.1, -0.7], [-0.2, 0.4, 0.2], [-0.3, -0.3, 0.0], [-0.3, -0.2, -0.1], [0.1, -0.3, -0.4], [0.0, 0.0, 0.0]],
  "total_charge": 1,
  "homo_energy_ev": -10.107,
  "gap_ev": 4.198
}



# 5
{
  "formula": "C18H25ClN2Sn",
  "method": "ωB97M-V/def2-TZVPD",
  "symbols": ["C", "C", "C", "C", "Cl", "H", "H", "H", "H", "H", "H", "H", "H", "H", "C", "C", "C", "H", "C", "C", "H", "H", "H", "H", "C", "C", "C", "H", "C", "C", "H", "H", "H", "H", "Sn", "C", "N", "C", "C", "N", "C", "H", "H", "H", "H", "H", "H"],
  "coordinates": [[0.27114, 0.80997, -6.32710], [1.64565, 1.35219, -6.75124], [0.03733, -0.54541, -7.00987], [-0.83377, 1.78288, -6.76786], [0.22318, 0.60183, -4.48042], [0.07477, -0.39748, -8.10288], [-0.95190, -0.94092, -6.75875], [0.82240, -1.25867, -6.74020], [1.65176, 1.48070, -7.84678], [2.43522, 0.63856, -6.49451], [1.84026, 2.32870, -6.29676], [-0.77827, 1.90812, -7.86257], [-0.69828, 2.76712, -6.30894], [-1.82078, 1.37389, -6.52898], [1.80234, -1.36890, 1.08037], [0.96014, -2.11941, 0.21557], [1.23771, -1.76046, -1.12810], [0.31862, -2.92888, 0.54204], [2.28324, -0.75110, -1.09126], [2.61454, -0.52352, 0.29496], [3.42956, 0.10137, 0.65550], [1.85703, -1.50009, 2.15692], [0.85454, -2.24431, -2.02581], [2.86806, -0.41554, -1.95096], [-2.38290, 1.10359, 0.56914], [-2.14992, -0.09334, 1.29318], [-1.99968, -1.16007, 0.36065], [-2.15288, -0.21308, 2.36674], [-2.14367, -0.64544, -0.96052], [-2.38972, 0.78180, -0.83502], [-2.70674, 1.44416, -1.63994], [-2.62003, 2.07244, 0.99511], [-1.91006, -2.19987, 0.63438], [-2.19358, -1.22473, -1.87648], [0.25684, 0.83050, -0.87588], [1.40300, 4.02029, 3.75935], [0.99987, 2.77126, 3.11825], [0.66322, 1.55505, 3.73238], [0.35958, 0.68256, 2.73240], [0.49960, 1.32555, 1.51444], [0.88694, 2.58048, 1.77663], [0.62443, 4.41013, 4.42246], [2.31638, 3.90793, 4.35290], [1.59720, 4.78592, 2.99341], [0.65914, 1.38490, 4.79595], [0.04528, -0.34648, 2.80700], [1.08331, 3.36410, 1.04847]],
  "forces_ev_per_angstrom": [[0.1, 0.2, -2.0], [-0.2, -0.1, 0.3], [0.0, 0.1, 0.4], [0.1, -0.1, 0.3], [0.0, 0.0, 0.0], [0.0, 0.0, 0.5], [0.2, -0.1, 0.0], [-0.2, 0.0, 0.0], [-0.1, -0.1, 0.4], [-0.1, 0.2, 0.0], [0.1, -0.2, 0.0], [0.1, -0.1, 0.4], [-0.1, -0.2, 0.0], [0.1, 0.2, 0.0], [-0.3, -0.9, -0.3], [0.1, 0.0, -1.1], [-0.8, -1.2, 1.6], [0.0, 0.2, -0.2], [1.7, 1.1, 2.1], [0.4, 0.3, -2.6], [-0.3, -0.1, -0.1], [0.1, 0.0, -0.3], [0.0, 0.2, 0.3], [-0.3, 0.0, 0.3], [-0.4, 0.5, -2.8], [-0.2, -1.5, -0.8], [-0.2, 0.6, -0.5], [-0.1, 0.1, -0.1], [-0.1, -1.1, 1.7], [-0.2, 1.7, 2.2], [0.2, -0.1, 0.2], [0.1, -0.1, -0.1], [0.1, 0.1, -0.1], [0.1, 0.1, 0.1], [-0.1, -0.1, 0.9], [0.2, 0.8, 0.2], [-0.3, -1.1, -0.6], [0.2, 0.6, -0.7], [0.1, 0.4, 0.0], [0.1, 0.6, -0.8], [-0.1, -0.4, 1.1], [0.0, -0.3, -0.2], [-0.2, -0.3, -0.2], [-0.1, -0.4, 0.2], [0.1, 0.3, 0.0], [0.1, 0.2, 0.0], [0.0, -0.2, 0.2]],
  "total_charge": 2,
  "homo_energy_ev": [-15.274, -15.202],
  "relative_energy_kj_mol": 97.82,
  "gap_ev": [5.743, 5.812]
}



# 6
{
  "formula": "CH5ClO",
  "method": "ωB97M-V/def2-TZVPD",
  "symbols": ["C", "Cl", "H", "H", "H", "O", "H", "H"],
  "coordinates": [[0.00000, 0.00000, 0.00000], [1.28808, -1.19053, -0.15762], [0.29464, 0.78156, -0.72038], [-0.04838, 0.44919, 1.00622], [-1.00451, -0.36684, -0.27018], [-2.43824, -0.03579, -1.71024], [-2.55825, -0.91629, -1.28769], [-1.64404, -0.14102, -2.28157]],
  "forces_ev_per_angstrom": [[-0.4, 1.2, -0.2], [0.1, -0.6, 0.2], [-0.5, -0.1, 0.4], [0.3, -0.4, -0.4], [1.0, 0.0, 0.3], [0.4, -1.0, -0.3], [0.0, 0.8, -0.6], [-0.9, 0.0, 0.5]],
  "total_charge": 0,
  "homo_energy_ev": -10.705,
  "relative_energy_kj_mol": 16.90,
  "gap_ev": 11.422
}



The records above yield total energy values of -288.63495, -284.23099, -1129.60350, -1928.26762, -1484.17963, -576.51144 Ha, respectively.
The records above yield max |F| values of 5.442, 6.148, 3.687, 3.125, 2.905, 1.311 eV/Å, respectively.